(1)
The ion C4H11N2O with charge +1 in a non-equilibrium geometry. Source: the OMol25 dataset; level of theory: ωB97M-V with the def2-TZVPD basis set.

Each line ends with the Mulliken charge.
Element x y z (Å)
C  -1.188390  0.438874  0.859697  -0.8037
C  0.007370  1.224738  0.336783  -0.4166
C  0.768615  0.543986  -0.799828  -0.8136
C  1.063791  -0.923738  -0.451508  0.6663
N  2.263419  -1.138138  0.113100  -0.3578
O  0.233068  -1.825296  -0.551411  -0.7413
N  -1.964121  -0.295375  -0.172460  -0.2054
H  -1.869834  1.084055  1.419356  0.4176
H  -0.949838  -0.222736  1.681785  0.3762
H  0.649358  1.398662  1.186720  0.2848
H  -0.326825  2.195749  -0.029104  0.3419
H  1.719679  1.041377  -0.947688  0.4175
H  0.316795  0.536104  -1.796382  0.3087
H  2.575086  -2.072224  0.332899  0.2671
H  3.022507  -0.468626  0.066845  0.2118
H  -1.358954  -1.132214  -0.412391  0.3476
H  -2.848578  -0.639456  0.180378  0.3696
H  -2.113149  0.254257  -1.016789  0.3295

Forces on the atoms, in the same order (eV/Å):
-0.66 0.95 1.41
-0.76 -0.08 -0.78
0.75 -1.14 -0.12
0.44 0.31 0.51
0.77 0.03 -0.16
-0.45 0.28 -0.08
0.72 -0.73 -0.04
-0.13 0.44 -0.59
0.51 -0.87 -0.41
0.30 0.07 0.16
-0.01 0.08 0.10
0.13 0.28 0.04
-0.47 0.20 0.31
-0.37 -0.16 -0.01
-0.45 0.04 -0.06
0.11 0.20 -0.37
-0.32 0.08 0.07
-0.13 0.02 0.02

Results
HOMO: -14.43 eV
molar mass: 103.14 g mol⁻¹
total charge: +1
SMILES string: NC(=O)CCC[NH3+]

(2)
A structure of composition C4H11N2O2. Source: the OMol25 dataset; level of theory: ωB97M-V with the def2-TZVPD basis set.

Each line ends with the Mulliken charge.
Element x y z (Å)
C  0.481826  0.487346  0.880845  -0.2002
O  -0.753675  -0.123619  0.795585  -0.6528
C  0.846502  0.722335  2.343231  -0.4433
N  2.199026  1.266184  2.485325  -0.5835
H  1.283139  -0.102129  0.399001  0.1347
H  0.503511  1.473195  0.385349  0.1852
H  0.122482  1.442797  2.744882  0.2875
H  0.673796  -0.208281  2.890284  0.2501
H  2.368759  1.614101  3.415464  0.2087
H  2.890115  0.553688  2.300414  0.2060
C  -1.507011  0.403291  -2.450182  -0.0555
N  -1.506225  -0.572877  -1.554065  -0.3813
C  -0.965330  -1.832904  -2.061497  -0.8604
O  -1.186023  0.356123  -3.644585  -0.6935
H  -1.894522  1.356566  -2.036677  0.3596
H  -1.098998  -0.329469  -0.281705  0.4086
H  -1.479058  -2.148647  -2.976131  0.2880
H  -1.075867  -2.611528  -1.315119  0.3009
H  0.097555  -1.746174  -2.320420  0.2414

Forces on the atoms, in the same order (eV/Å):
-0.11 0.15 -0.13
-0.20 -0.26 -0.14
-0.35 0.11 -0.05
-0.03 0.12 -0.15
0.11 -0.09 0.05
0.04 0.01 -0.07
0.19 -0.02 -0.03
0.09 -0.17 0.05
-0.02 -0.01 0.18
0.06 -0.09 -0.05
-0.37 0.06 0.29
0.49 -0.51 -0.32
-0.15 0.39 -0.24
0.11 -0.03 -0.37
0.10 0.04 0.08
0.04 0.45 0.67
0.01 -0.01 0.01
-0.03 -0.10 0.25
0.02 -0.04 -0.01

Results
HOMO: -4.12 eV
molar mass: 119.14 g mol⁻¹
total charge: -1

(3)
The ion C4H11N2O2 with charge +2 in a non-equilibrium geometry. Source: the OMol25 dataset; level of theory: ωB97M-V with the def2-TZVPD basis set.

Each line ends with the Mulliken charge.
Element x y z (Å)
O  -1.959272  -1.222842  2.351623  -0.2055
C  -0.934552  -1.161278  1.715522  0.3529
O  0.127770  -1.913068  1.820297  -0.3646
C  -0.830153  0.029035  0.723243  0.1929
C  0.643387  0.397434  0.494681  -0.7762
C  1.192488  0.116061  -0.946044  -0.7464
N  0.954221  1.286752  -1.824050  -0.2616
N  -1.664292  -0.066211  -0.438262  -0.4390
H  0.050326  -2.517694  2.646547  0.4452
H  -1.345339  0.913995  1.206038  0.3518
H  1.256029  -0.211395  1.197746  0.4780
H  0.882314  1.444215  0.685646  0.4448
H  0.795379  -0.800232  -1.415601  0.4429
H  2.299210  -0.014630  -0.815000  0.3502
H  0.846605  1.053341  -2.808324  0.3579
H  1.641479  2.029457  -1.721288  0.3627
H  0.099303  1.834270  -1.583707  0.3740
H  -2.651538  -0.330904  -0.272889  0.3611
H  -1.403366  -0.866305  -1.016183  0.2790

Forces on the atoms, in the same order (eV/Å):
0.77 0.01 -0.56
-0.84 -1.27 1.74
-0.56 -0.80 1.43
-1.70 4.26 -0.85
1.29 -1.20 -0.89
0.89 -0.89 1.57
-1.32 1.38 -0.01
0.14 -2.97 0.11
0.12 0.84 -1.61
0.88 -1.24 0.53
-0.26 0.74 -0.61
-0.50 0.03 0.46
0.19 0.56 0.11
-1.00 0.13 -0.51
0.32 -0.08 -0.33
0.83 -0.16 -0.21
0.08 -0.85 -0.09
0.21 1.21 0.34
0.47 0.30 -0.63

Results
HOMO (alpha / beta): -20.35 / -19.50 eV
molar mass: 119.14 g mol⁻¹
total charge: +2
multiplicity: 2

(4)
The ion C4H11N2OS with charge -1 in a non-equilibrium geometry. Source: the OMol25 dataset; level of theory: ωB97M-V with the def2-TZVPD basis set.

Each line ends with the Mulliken charge.
Element x y z (Å)
C  -0.969459  0.177631  -0.638375  -1.1294
N  -0.921952  -1.234374  -0.820406  -0.2562
C  -1.676264  -1.711562  -2.226804  -0.2328
O  -2.544300  -2.632448  -1.994249  -0.8268
C  -0.311892  0.860616  0.708993  0.2894
C  1.221493  0.286494  0.612040  -0.8069
S  2.665443  0.744909  1.811289  -0.2271
N  -0.515573  2.274032  0.752326  -0.6114
H  -1.953291  0.647161  -0.737280  0.4271
H  -0.495652  0.711564  -1.411419  0.4816
H  -1.364859  -1.738749  -0.013835  0.1885
H  -0.812986  -2.054400  -2.831445  0.1896
H  -2.112874  -0.726352  -2.410273  0.1459
H  -0.686262  0.315220  1.714905  0.1618
H  1.710442  0.608614  -0.368927  0.2386
H  1.169229  -0.907189  0.534681  0.3825
H  2.958702  1.906913  1.244623  0.0828
H  -0.460197  2.651176  -0.181430  0.2515
H  0.234452  2.770407  1.175210  0.2514

Forces on the atoms, in the same order (eV/Å):
-0.50 1.09 2.52
0.54 -0.61 0.92
0.06 -0.49 2.34
-0.50 -0.61 -0.13
1.40 -4.25 0.92
0.45 -0.90 -1.32
-1.64 -0.62 -0.30
-0.36 0.20 -0.68
-0.87 -0.15 0.48
1.40 0.36 -1.39
0.11 0.64 -1.34
0.09 0.68 -0.34
0.03 0.64 -1.25
0.32 1.39 -2.23
-0.97 -0.44 1.04
0.06 2.78 0.40
0.05 0.33 -0.17
-0.43 -0.13 -0.60
0.76 0.09 1.10

Results
HOMO: -2.86 eV
molar mass: 135.21 g mol⁻¹
total charge: -1
SMILES string: N[C@H](CS)CNC[O-]

(5)
A cluster of 2 separate species, C4H11N2OS in total in a non-equilibrium geometry. Source: the OMol25 dataset; level of theory: ωB97M-V with the def2-TZVPD basis set.

Each line ends with the Mulliken charge.
Element x y z (Å)
C  2.393950  1.368798  0.136233  0.0777
C  1.850881  -1.041788  -0.355778  -0.9145
C  2.997824  0.015088  -0.046781  -0.4944
C  0.038874  0.993916  -0.392956  -0.1340
N  1.131489  1.660343  -0.016252  -0.2817
N  -0.805230  0.564426  0.542511  -0.0422
O  -5.193019  -1.220038  -0.043220  -0.4850
S  -4.021648  0.250913  -0.204566  -0.2505
H  3.197563  2.221560  0.230025  0.3436
H  1.247997  -1.017439  0.603354  0.2577
H  1.116755  -0.775748  -1.197931  0.2976
H  2.456014  -1.924537  -0.500103  0.3772
H  3.698864  0.005867  -0.827685  0.4054
H  3.428026  -0.210429  0.835167  0.3491
H  -0.408887  1.210695  -1.379709  0.3616
H  -1.773743  0.219800  0.342258  -0.0310
H  -6.211240  -1.124280  0.095988  0.4282
H  -0.391050  0.493062  1.463226  0.3108
H  -4.753414  -1.690214  0.716227  0.4243

Forces on the atoms, in the same order (eV/Å):
-0.32 2.10 -1.39
0.17 1.75 1.26
-4.83 0.28 -2.51
-1.98 1.47 1.74
3.02 -0.76 -0.30
0.74 -0.19 -1.22
-0.77 -0.68 1.02
-0.55 0.22 -0.07
-2.11 -1.27 0.39
0.61 -0.93 -1.18
1.59 -0.62 0.87
-0.83 -0.76 -0.22
1.22 0.35 -0.97
1.81 -1.03 2.99
0.66 -0.59 0.21
0.67 0.16 0.15
2.60 0.23 -0.10
-0.56 -0.08 0.17
-1.14 0.36 -0.85

Results
HOMO: -11.80 eV
molar mass: 135.21 g mol⁻¹
total charge: +1

(6)
The ion C4H11N2OS with charge +1 in a non-equilibrium geometry. Source: the OMol25 dataset; level of theory: ωB97M-V with the def2-TZVPD basis set.

Each line ends with the Mulliken charge.
Element x y z (Å)
N  0.672238  -0.975114  -1.872410  -0.2958
C  0.460246  0.276690  -0.930125  -0.0733
C  -0.235928  -0.237050  0.478990  -0.9247
C  -1.521381  -0.931343  0.474703  -0.7023
S  -2.822670  0.091560  1.486257  -0.1958
C  1.888776  0.608583  -0.550158  0.5674
N  2.151249  1.620300  0.306385  -0.3398
O  2.743089  -0.185123  -0.932156  -0.6630
H  0.497417  -0.735556  -2.830422  0.3437
H  -0.041476  -1.694729  -1.624991  0.3316
H  1.721706  -1.235078  -1.880766  0.3947
H  -0.138877  1.086933  -1.369819  0.3632
H  -0.325487  0.727567  0.971224  0.4369
H  0.526500  -0.906016  0.905747  0.3255
H  -2.002163  -1.168771  -0.465504  0.4065
H  -1.400397  -1.883658  1.023906  0.3819
H  -3.571859  -0.975736  1.719951  0.1705
H  3.105262  1.759173  0.518702  0.2628
H  1.532684  2.224315  0.830821  0.2100

Forces on the atoms, in the same order (eV/Å):
-0.99 0.73 0.49
-0.76 -2.08 1.19
2.60 1.38 -2.15
-2.66 -0.78 1.42
1.35 -0.69 -1.01
0.33 0.02 0.76
-0.63 -0.28 -0.58
0.50 0.71 0.01
-0.40 0.37 -0.77
1.09 0.30 -0.14
-1.18 0.34 1.08
0.32 -0.56 -0.31
0.30 -0.21 0.65
-0.10 0.68 0.31
0.12 0.16 -0.43
-0.26 0.48 -0.31
-0.35 -0.21 0.14
1.12 -0.01 0.21
-0.39 -0.34 -0.57

Results
HOMO: -12.63 eV
molar mass: 135.21 g mol⁻¹
total charge: +1
SMILES string: NC(=O)[C@@H]([NH3+])CCS

Q: Which value of total charge does entry 6 give?
A: +1

Q: Look up the molar mass of the third one.
A: 119.14 g mol⁻¹